Record 1
Molecular formula: CH3N4O
Method: DFT, ωB97M-V with the def2-TZVPD basis set

Each line ends with the Mulliken charge.
Cartesian coordinates (Å):
N 0.15 -0.08 0.05  -0.204
N 0.42 -0.61 -1.28  -0.384
N -0.53 -0.40 -2.07  0.126
C -0.83 -0.64 -3.23  0.415
N -1.51 -0.43 -4.36  0.095
O -2.13 -0.27 -5.60  -0.212
H -0.76 -0.39 0.44  0.393
H 0.16 0.96 0.08  0.393
H 0.91 -0.43 0.65  0.378

electronic energy: -9077.711 eV
HOMO-LUMO gap (spin up / spin down): 7.57 / 7.56 eV
energy relative to the best compared isomer or geometry (same formula, charge and spin): 612.29 kJ/mol
SMILES: [NH3+]N=[N+]=C=N[O-]
total charge: +1

Record 2
Molecular formula: H10NO3
Method: DFT, ωB97M-V with the def2-TZVPD basis set

Each line ends with the Mulliken charge.
Cartesian coordinates (Å):
N 0.70 0.61 -0.73  -0.347
H -0.17 0.73 -1.27  0.293
H 1.43 0.46 -1.45  0.435
H 0.62 -0.23 -0.15  0.316
H 0.96 1.43 -0.21  0.389
H -2.22 -0.30 -2.33  0.338
H -2.71 1.02 -2.01  0.348
O -1.92 0.48 -1.86  -0.657
H 0.72 0.84 3.00  0.443
H 2.02 1.62 2.65  0.445
O 1.44 0.87 2.34  -0.286
H -0.81 -2.41 -0.25  0.376
H 0.11 -2.61 1.01  0.383
O -0.15 -1.98 0.33  -0.476

electronic energy: -7773.328 eV
HOMO-LUMO gap (spin up / spin down): 12.37 / 3.13 eV
energy relative to the best compared isomer or geometry (same formula, charge and spin): 60.00 kJ/mol
2S+1: 2
total charge: +2

Record 3
Molecular formula: C6H13NO3
Method: DFT, ωB97M-V with the def2-TZVPD basis set

Each line ends with the Mulliken charge.
Cartesian coordinates (Å):
C -2.90 0.72 0.37  -1.103
C -1.66 0.19 1.08  -0.568
N -0.49 0.15 0.22  -0.229
C -0.42 -0.89 -0.79  -0.591
C 1.01 -0.93 -1.33  -0.861
C 1.98 -0.76 -0.15  0.115
O 3.18 -0.20 -0.60  -0.556
C 1.28 0.16 0.86  0.639
O 1.33 -0.01 2.06  -0.623
H -3.76 0.72 1.05  0.387
H -2.74 1.76 0.03  0.277
H -3.16 0.11 -0.51  0.298
H -1.43 0.81 1.95  0.338
H -1.84 -0.83 1.47  0.350
H -0.65 -1.85 -0.29  0.360
H -1.14 -0.72 -1.60  0.332
H 1.22 -1.87 -1.86  0.383
H 1.15 -0.07 -2.00  0.267
H 2.15 -1.73 0.35  0.305
H 3.82 -0.17 0.12  0.366
H -0.09 1.46 -0.17  0.557
O 1.25 1.96 0.22  -0.761
H 1.91 1.98 -0.49  0.316

electronic energy: -14062.684 eV
HOMO-LUMO gap: 9.73 eV
energy relative to the best compared isomer or geometry (same formula, charge and spin): 380.61 kJ/mol

Record 4
Molecular formula: C46H72BrN2O31PS2
Method: DFT, ωB97M-V with the def2-TZVPD basis set

Each line ends with the Mulliken charge.
Cartesian coordinates (Å):
C -3.24 0.77 5.02  -0.878
C -2.95 2.09 5.19  -0.492
C -2.65 3.13 4.12  1.342
C -2.18 4.39 4.89  -2.181
C -3.92 3.44 3.26  0.054
N -3.80 4.75 2.67  -0.077
S -5.32 3.56 4.55  -0.164
C -4.21 2.31 2.24  0.026
P -5.37 2.62 0.80  -0.034
O -4.58 3.76 -0.08  -0.414
Br -7.18 3.72 1.54  -0.225
C -2.96 1.67 1.52  -1.471
N -2.60 0.31 1.88  -0.064
C -3.14 -0.68 1.25  0.779
C -4.63 -0.91 1.11  -1.500
C -2.24 -1.71 0.63  -1.130
O -1.79 2.48 1.62  -0.486
S -1.20 2.66 3.10  1.566
O -0.33 3.79 2.99  -0.791
O -0.54 1.52 3.65  -0.586
H -4.22 0.42 5.37  0.301
H -2.59 0.03 4.59  0.183
H -2.89 2.47 6.21  0.376
H -2.94 4.58 5.66  0.572
H -2.05 5.25 4.25  0.403
H -1.26 4.15 5.43  0.554
H -3.87 5.47 3.39  0.333
H -4.60 4.95 2.09  0.073
H -6.08 2.52 4.18  0.142
H -4.67 1.50 2.81  0.528
H -4.94 4.64 0.09  0.300
H -3.17 1.61 0.45  1.037
H -5.06 -0.41 0.24  0.272
H -4.78 -1.99 1.07  0.549
H -5.12 -0.56 2.02  0.292
H -1.44 -1.21 0.10  0.231
H -2.84 -2.36 0.01  0.436
H -1.81 -2.34 1.42  0.125
C 2.05 -2.83 5.70  -1.575
C 0.81 -2.55 4.90  0.533
C -0.15 -1.57 5.53  -0.469
O -1.41 -1.98 4.98  -0.318
C -1.33 -3.31 4.75  0.632
O -2.25 -4.02 4.54  -0.502
O -0.03 -3.72 4.80  -0.336
H 2.60 -3.67 5.29  0.381
H 2.70 -1.95 5.70  0.396
H 1.80 -3.08 6.73  0.366
H 1.07 -2.24 3.88  0.285
H 0.06 -0.53 5.28  0.276
H -0.20 -1.68 6.62  0.316
C -1.45 5.87 -0.07  -1.127
C -1.71 7.35 0.01  0.591
C -0.53 8.16 0.49  -0.119
O -1.18 9.29 1.09  -0.348
C -2.38 8.86 1.55  0.637
O -3.06 9.46 2.32  -0.572
O -2.69 7.65 1.02  -0.293
H -2.37 5.31 -0.23  0.097
H -0.76 5.65 -0.89  0.460
H -1.02 5.50 0.87  0.221
H -2.08 7.72 -0.95  0.193
H 0.14 8.45 -0.31  -0.046
H 0.04 7.64 1.27  0.322
C 3.16 11.60 -1.42  -1.495
C 3.52 10.17 -1.73  0.499
C 3.69 9.88 -3.20  -0.299
O 3.37 8.48 -3.27  -0.317
C 2.47 8.24 -2.28  0.625
O 1.80 7.26 -2.21  -0.530
O 2.45 9.26 -1.40  -0.272
H 2.87 11.71 -0.37  0.378
H 4.01 12.25 -1.62  0.394
H 2.31 11.93 -2.03  0.362
H 4.40 9.87 -1.16  0.249
H 4.69 10.07 -3.57  0.097
H 2.97 10.42 -3.82  0.284
C 5.68 7.36 -7.41  -1.098
C 6.59 8.54 -7.24  0.518
C 7.83 8.26 -6.43  -0.565
O 8.13 9.55 -5.88  -0.338
C 6.95 10.20 -5.74  0.634
O 6.80 11.18 -5.08  -0.563
O 5.97 9.58 -6.44  -0.229
H 4.72 7.67 -7.83  0.057
H 6.13 6.62 -8.07  0.396
H 5.47 6.89 -6.45  0.344
H 6.84 8.98 -8.21  0.288
H 8.67 7.89 -7.03  0.325
H 7.64 7.57 -5.61  0.316
C 0.43 10.84 -9.41  -1.442
C 1.08 9.48 -9.51  0.522
C 2.08 9.18 -8.42  -0.547
O 2.95 8.24 -9.07  -0.293
C 2.94 8.55 -10.40  0.599
O 3.73 8.15 -11.18  -0.530
O 1.90 9.37 -10.68  -0.356
H -0.14 11.07 -10.31  0.360
H -0.24 10.88 -8.55  0.374
H 1.19 11.62 -9.29  0.360
H 0.31 8.70 -9.56  0.260
H 1.64 8.75 -7.52  0.359
H 2.67 10.06 -8.14  0.273
C -1.92 -7.11 3.81  -1.549
C -1.17 -8.41 3.77  0.938
C 0.03 -8.47 4.68  -0.574
O 0.88 -9.42 4.01  -0.419
C 0.61 -9.32 2.69  0.658
O 1.29 -9.78 1.82  -0.586
O -0.54 -8.63 2.48  -0.285
H -2.66 -7.05 3.01  0.382
H -2.43 -7.00 4.77  0.445
H -1.24 -6.27 3.69  0.165
H -1.84 -9.25 3.95  0.059
H -0.20 -8.79 5.69  0.378
H 0.56 -7.51 4.72  0.370
C -0.59 -7.96 -1.49  -1.304
C -1.00 -6.51 -1.38  0.658
C 0.05 -5.62 -0.76  -0.429
O -0.75 -4.56 -0.21  -0.279
C -1.96 -5.10 0.11  0.649
O -2.77 -4.54 0.78  -0.502
O -2.11 -6.31 -0.47  -0.400
H -1.44 -8.58 -1.77  0.393
H 0.19 -8.07 -2.23  0.429
H -0.22 -8.32 -0.53  0.046
H -1.31 -6.14 -2.36  0.233
H 0.77 -5.23 -1.47  0.300
H 0.57 -6.12 0.06  0.270
C 1.46 -12.47 -4.60  -1.437
C 2.25 -11.22 -4.30  0.504
C 3.45 -11.43 -3.41  -0.567
O 3.58 -10.14 -2.79  -0.347
C 2.34 -9.61 -2.72  0.671
O 2.04 -8.67 -2.05  -0.502
O 1.49 -10.28 -3.52  -0.294
H 0.52 -12.23 -5.09  0.358
H 2.03 -13.14 -5.24  0.385
H 1.22 -13.00 -3.67  0.347
H 2.53 -10.73 -5.24  0.259
H 4.36 -11.70 -3.94  0.303
H 3.26 -12.17 -2.62  0.311
C -1.39 -14.40 5.30  -1.480
C -1.73 -12.93 5.23  0.560
C -0.54 -12.00 5.39  -0.466
O -1.16 -10.83 5.94  -0.227
C -2.24 -11.24 6.65  0.566
O -2.83 -10.57 7.44  -0.543
O -2.55 -12.52 6.35  -0.363
H -2.29 -15.00 5.36  0.365
H -0.82 -14.69 4.42  0.379
H -0.79 -14.61 6.19  0.361
H -2.28 -12.71 4.31  0.269
H -0.03 -11.78 4.46  0.234
H 0.18 -12.37 6.12  0.328

electronic energy: -216323.483 eV
HOMO-LUMO gap: 8.07 eV
SMILES: C=C[C@]1(C)[C@](N)(S)[C@@H](P(O)Br)[C@H](N=C(C)C)OS1(=O)=O.C[C@@H]1COC(=O)O1.C[C@@H]1COC(=O)O1.C[C@@H]1COC(=O)O1.C[C@@H]1COC(=O)O1.C[C@@H]1COC(=O)O1.C[C@@H]1COC(=O)O1.C[C@@H]1COC(=O)O1.C[C@@H]1COC(=O)O1.C[C@@H]1COC(=O)O1

Record 5
Molecular formula: C4H5AgO3
Method: DFT, ωB97M-V with the def2-TZVPD basis set

Each line ends with the Mulliken charge.
Cartesian coordinates (Å):
O -1.98 1.56 0.10  -0.629
C -2.93 0.71 -0.01  0.031
C -2.63 -0.60 -0.47  0.031
O -1.43 -0.89 -0.78  -0.617
C 2.85 -0.87 0.55  -0.673
C 2.71 0.42 0.18  0.206
O 1.60 1.02 -0.21  -0.669
Ag -0.24 0.74 -0.53  0.852
H -3.96 0.99 0.24  0.345
H -3.43 -1.35 -0.61  0.351
H 2.10 -1.62 0.31  0.223
H 3.74 -1.17 1.10  0.244
H 3.61 1.06 0.14  0.305

electronic energy: -14365.916 eV
HOMO-LUMO gap (spin up / spin down): 8.62 / 5.70 eV
energy relative to the best compared isomer or geometry (same formula, charge and spin): 0.00 kJ/mol
2S+1: 3

Record 6
Molecular formula: C2H5N3OS
Method: DFT, ωB97M-V with the def2-TZVPD basis set

Each line ends with the Mulliken charge.
Cartesian coordinates (Å):
C -1.87 -0.06 0.07  0.517
C 1.52 0.64 0.13  -0.218
H -2.54 -2.29 -0.45  0.355
H -3.67 -0.77 -0.30  0.299
H -2.90 1.68 -0.43  0.213
H -0.19 1.73 0.67  0.381
H 1.84 1.63 0.11  0.295
N -2.78 -1.15 0.14  -0.531
N -1.96 1.30 -0.13  -0.639
N 0.19 0.65 -0.06  -0.252
O -0.51 -0.49 0.06  -0.141
S 2.85 -0.45 -0.06  -0.280

electronic energy: -19501.999 eV
HOMO-LUMO gap: 7.98 eV
energy relative to the best compared isomer or geometry (same formula, charge and spin): 670.72 kJ/mol